[1]
{"formula": "C8H17NO2S", "method": "ωB97M-V with the def2-TZVPD basis set", "de_lowest_ev": 6.439, "spin_multiplicity": 1, "molar_mass_g_mol": 191.296, "lumo_ev": 0.65, "elements": ["C", "C", "C", "C", "C", "C", "C", "C", "N", "O", "O", "S", "H", "H", "H", "H", "H", "H", "H", "H", "H", "H", "H", "H", "H", "H", "H", "H", "H"], "positions_angstrom": [[-0.7960, -2.2203, -0.6205], [0.1851, -1.4296, -1.0711], [-2.3523, -2.1123, -0.9091], [1.2895, -0.9360, -1.5210], [-1.1280, -3.8014, 1.3173], [0.7545, 5.3571, 1.0009], [1.4985, 1.8617, 1.6201], [-0.4278, -3.5657, -0.0170], [0.5429, 3.8282, 0.9049], [-1.2087, 2.5892, -0.4158], [1.7276, 3.2108, 1.4866], [0.2394, 3.3544, -0.6285], [-2.7880, -1.4865, -0.0312], [-2.9417, -3.0388, -1.2675], [-2.4685, -1.3783, -1.7016], [-1.8440, 3.1649, -0.8459], [1.4521, -1.0758, -2.6135], [2.0513, -0.5103, -0.9737], [-2.2490, -3.6736, 1.4021], [-0.8400, -3.0732, 2.0180], [-0.9263, -4.7357, 1.7941], [0.2045, 5.6204, 1.8774], [1.7954, 5.3369, 1.1349], [0.5486, 5.9518, 0.1577], [0.9224, 1.5569, 0.7972], [0.8407, 1.5060, 2.4932], [2.4874, 1.3385, 1.5847], [0.6911, -3.7055, 0.0474], [-0.6707, -4.3263, -0.7120]], "forces_ev_per_a": [[-0.317, -0.303, -1.506], [-2.268, -1.756, 1.359], [0.346, 2.061, 1.041], [-0.748, -0.817, -2.511], [-1.537, 0.210, 0.072], [0.206, -3.102, 1.398], [0.031, -1.892, 1.588], [1.181, 0.255, 0.375], [-0.194, 2.147, -0.230], [-0.024, -0.374, -0.340], [-0.089, 1.412, 0.107], [0.005, -0.522, -0.881], [0.091, -1.799, -1.165], [1.334, 1.243, 1.251], [0.060, -0.034, -0.384], [-0.414, 0.055, 0.128], [0.265, -0.081, 0.853], [1.184, 1.483, 1.171], [0.990, -0.314, -1.027], [0.890, 1.155, 0.967], [0.353, -0.868, -0.041], [-0.079, 0.721, 0.490], [1.512, 0.927, 0.674], [-0.783, 0.127, -1.180], [-0.490, -0.925, -1.458], [1.199, 0.939, -0.566], [-0.890, 0.443, 0.256], [-1.059, 0.519, 0.412], [-0.754, -0.909, -0.853]]}

[2]
{"formula": "C8H17NO3P", "method": "ωB97M-V with the def2-TZVPD basis set", "s_squared": 2.04, "spin_multiplicity": 3, "total_charge": -1, "molar_mass_g_mol": 206.202, "lumo_ev": [3.33, 1.64], "elements": ["C", "C", "C", "C", "C", "C", "C", "C", "N", "O", "O", "O", "P", "H", "H", "H", "H", "H", "H", "H", "H", "H", "H", "H", "H", "H", "H", "H", "H", "H"], "positions_angstrom": [[0.1860, 0.1728, -5.0055], [0.1370, 0.2667, -3.6396], [2.6668, 0.1110, -1.6803], [-2.3859, 0.1415, 2.5300], [-0.2353, -0.1795, 3.1808], [-1.5828, -2.0411, 3.5632], [-0.2279, 1.2641, -2.8069], [2.1820, 1.1423, -0.6826], [-1.5395, -0.6076, 3.5421], [-0.2296, -0.7131, -0.8454], [2.1703, 0.8787, 0.4994], [-0.6498, 1.6871, -0.0603], [-0.1154, 0.7583, -1.1136], [0.2490, -0.7564, -5.5631], [0.1497, 1.0814, -5.6283], [0.4339, -0.5507, -3.0775], [3.7710, -0.1671, -1.6206], [2.1767, -0.9821, -1.4561], [2.6724, 0.3845, -2.7212], [-3.3040, -0.4426, 2.2913], [-2.4729, 1.2345, 2.8779], [-1.8668, 0.1604, 1.5609], [-0.0326, -0.5461, 2.1700], [-0.0753, 0.8542, 3.1886], [0.7207, -0.4206, 3.8480], [-2.4718, -2.4965, 3.9089], [-1.2969, -2.4792, 2.6465], [-0.7621, -2.2683, 4.1747], [-0.2022, 2.3068, -3.0332], [1.9354, 2.2066, -1.0481]], "forces_ev_per_a": [[0.070, 1.156, -1.441], [-0.214, -0.084, -1.089], [1.517, -3.179, 0.451], [0.204, -0.518, 0.410], [3.575, -1.351, 0.648], [0.388, 1.052, -0.381], [0.369, 0.714, 0.187], [-1.594, 0.393, -2.708], [-1.499, 1.813, 0.048], [-0.142, 0.338, -1.214], [0.771, -0.182, 2.742], [-0.253, 0.231, -1.452], [0.341, -0.087, 4.063], [0.297, 0.002, 0.385], [-0.292, -0.430, 0.298], [-0.040, -2.283, 0.566], [-0.812, 0.632, 0.736], [0.753, 2.824, -0.703], [-0.923, 0.219, -0.516], [0.100, 0.857, 0.765], [-0.414, -1.807, -0.526], [0.080, 0.200, 0.115], [0.610, 0.138, -0.136], [-0.627, 1.853, -0.395], [-2.222, -0.584, -0.775], [-1.132, -0.137, 0.511], [0.076, -0.622, -1.781], [0.908, -0.875, 1.401], [-0.635, 0.584, -0.339], [0.739, -0.870, 0.132]]}

[3]
{"formula": "C8H17NSi", "method": "ωB97M-V with the def2-TZVPD basis set", "de_lowest_ev": 3.140, "spin_multiplicity": 1, "molar_mass_g_mol": 155.317, "lumo_ev": 0.75, "elements": ["C", "C", "C", "C", "C", "C", "C", "C", "N", "Si", "H", "H", "H", "H", "H", "H", "H", "H", "H", "H", "H", "H", "H", "H", "H", "H", "H"], "positions_angstrom": [[-0.1283, -2.5015, 0.7223], [2.5275, -1.0363, -0.2218], [-0.8048, -1.5160, 0.4581], [2.1471, 1.2936, -0.8897], [-2.1359, 0.5618, 1.8931], [-1.7436, 1.1857, -0.9785], [-3.7944, -0.9560, -0.5866], [2.2308, 0.3387, 0.2466], [2.6701, -2.1721, -0.2829], [-2.1602, -0.2729, 0.1304], [0.4783, -3.3944, 0.7868], [1.1550, -5.6180, 0.2041], [1.8472, -5.3257, -0.1842], [1.3511, 1.1258, -1.5298], [1.7656, 2.2026, -0.5540], [3.1015, 1.4958, -1.3149], [-2.6588, 1.4891, 1.9974], [-2.4095, -0.0518, 2.6751], [-1.2268, 0.9859, 2.1004], [-2.5191, 1.9991, -0.9454], [-0.8442, 1.6578, -0.7755], [-1.8047, 0.9377, -2.0471], [-3.9727, -1.9188, -0.3640], [-4.6007, -0.3057, -0.3156], [-3.7507, -0.8426, -1.6112], [3.1002, 0.5057, 0.8985], [1.2070, 0.1699, 0.7511]], "forces_ev_per_a": [[-0.724, 0.908, -0.691], [-0.328, 0.052, 0.805], [0.156, -1.351, -0.276], [0.506, 0.632, 1.042], [-1.697, 0.098, -2.654], [-2.372, -0.275, -1.282], [1.776, 2.979, 1.356], [-0.765, -2.150, 0.104], [0.328, -0.301, -0.554], [0.008, 1.239, 1.491], [-0.227, 0.573, 0.187], [2.265, 0.902, -1.276], [-2.265, -0.904, 1.280], [-0.981, -1.428, -1.986], [-0.053, 2.051, 1.261], [0.523, -0.099, -0.826], [-1.436, 0.447, -0.331], [-0.563, -1.478, 1.707], [3.129, 0.216, 0.283], [0.392, -0.803, 0.566], [1.925, 0.801, 0.390], [0.457, -0.240, 0.129], [-0.839, -3.377, 0.953], [-0.569, 0.283, 0.646], [0.398, 0.035, -2.423], [-0.754, 0.558, 0.333], [1.711, 0.631, -0.234]]}

[4]
{"formula": "C8H17O3P2Zn", "method": "ωB97M-V with the def2-TZVPD basis set", "spin_multiplicity": 1, "total_charge": -1, "molar_mass_g_mol": 288.559, "lumo_ev": [2.87, 2.87], "elements": ["C", "C", "C", "C", "C", "Zn", "P", "H", "H", "H", "H", "H", "H", "H", "H", "C", "O", "P", "O", "C", "O", "C", "H", "H", "H", "H", "H", "H", "H", "H", "H"], "positions_angstrom": [[-3.3540, 0.3612, -0.0347], [-2.9511, 1.6659, 0.4431], [-2.2821, 1.4830, 1.6948], [-2.2677, 0.0932, 1.9952], [-2.9056, -0.6125, 0.9347], [-1.1192, 0.4440, -0.5926], [-0.7270, 0.3659, -2.8119], [-4.0574, 0.1755, -0.8487], [-3.2662, 2.6192, 0.0105], [-1.9386, 2.2805, 2.3566], [-3.1528, -1.6797, 0.9259], [-1.9027, -0.3493, 2.9216], [0.4940, 0.9609, -3.2595], [-1.7003, 0.9733, -3.6620], [-0.6419, -0.9644, -3.3345], [1.5717, 0.3469, 2.6849], [1.5022, -0.6070, 1.6036], [1.0237, -0.5923, 0.0817], [2.3252, -0.1406, -0.7845], [3.0160, 1.1284, -0.7282], [0.9084, -2.1772, -0.2402], [1.6135, -2.8171, -1.3248], [1.6905, -0.2686, 3.5860], [0.6623, 0.9655, 2.7990], [2.4515, 0.9965, 2.5692], [2.8300, 1.6782, 0.2083], [4.0883, 0.9258, -0.8058], [2.7347, 1.7498, -1.5917], [2.6098, -3.1150, -0.9799], [1.6980, -2.1759, -2.2117], [1.0466, -3.7145, -1.6046]], "forces_ev_per_a": [[0.536, 0.275, 0.552], [-0.364, -0.577, 0.902], [-0.967, -0.325, -0.298], [-0.394, 0.171, -0.375], [0.083, 0.492, 0.229], [0.359, 1.208, 1.054], [0.382, 0.742, -0.254], [0.434, 0.037, 0.147], [0.480, -0.500, 0.025], [0.079, -0.285, -0.414], [0.275, 0.483, -0.097], [0.094, 0.053, -0.350], [-0.637, -0.384, 0.173], [0.607, -0.490, 0.250], [-0.107, -0.646, -1.194], [-0.238, -0.120, -0.174], [0.378, -0.291, 0.561], [-1.326, 1.527, -0.631], [-0.189, -0.269, 0.200], [-0.053, 0.114, -0.033], [0.910, -0.328, -0.137], [0.037, -0.172, 0.063], [0.007, 0.220, -0.197], [0.336, -0.375, -0.442], [-0.287, -0.201, -0.065], [-0.181, -0.243, -0.378], [-0.003, -0.194, 0.064], [-0.198, -0.240, 0.444], [-0.075, 0.077, -0.189], [-0.038, -0.022, 0.370], [0.061, 0.262, 0.193]]}